<one>
Molecular formula: C4H10NS2
Method: DFT, ωB97M-V with the def2-TZVPD basis set

The geometry in ORCA input format:
```
! RIJCOSX wB97M-V def2-TZVPD def2/J DEFGRID3
* xyz 1 1
S 2.62678 -0.85209 0.27014
S 1.15633 1.93971 0.21330
N -0.24724 -0.37338 0.34235
C 1.75925 -0.28050 -1.24865
C -0.65742 -0.00575 1.67750
C -1.23407 -0.05487 -0.73854
C 1.12620 0.15095 0.01236
H -0.09019 -1.43638 0.42148
H 2.16788 0.41942 -1.83849
H 1.53669 1.80472 1.53954
H -1.07828 1.03630 -0.54016
H 0.22757 0.19885 2.22735
H -2.20252 -0.35847 -0.56881
H 1.41466 -1.08140 -1.93808
H -1.33036 0.92956 1.61262
H -1.30825 -0.89066 2.05804
H -1.07384 -0.48468 -1.76053
*
```

Computed properties:
HOMO energy = -13.6 eV
lowest unoccupied orbital energy = -3.36 eV
SMILES = C[NH+](C)[C@]1(S)CS1
frontier orbital gap = 0.3758 hartree

---

<two>
Molecular formula: C4H10NS2
Method: DFT, ωB97M-V with the def2-TZVPD basis set

The geometry in ORCA input format:
```
! RIJCOSX wB97M-V def2-TZVPD def2/J DEFGRID3
* xyz 1 1
S 3.08884 0.16254 -0.51607
S 1.54768 2.49668 -0.00684
N -0.12562 -0.18776 0.30669
C 0.41447 -1.53192 0.07319
C 2.15803 1.41266 -1.13639
C -2.58809 -0.55099 0.60714
C -1.29705 0.21433 0.47311
H -0.14762 -2.22885 0.86633
H -2.76482 -1.13924 -0.33296
H 2.84047 0.22087 0.80630
H 1.94822 1.48210 -2.25320
H 1.52803 -1.54968 0.22215
H 0.18325 -2.03711 -0.92512
H -1.30944 1.31417 0.53920
H 0.53327 2.95394 -0.73689
H -2.54804 -1.17041 1.52508
H -3.46158 0.13868 0.48830
*
```

Computed properties:
HOMO energy = -12.5 eV
lowest unoccupied orbital energy = -6.07 eV
frontier orbital gap = 0.2379 hartree

---

<three>
Molecular formula: C4H10NS2
Method: DFT, ωB97M-V with the def2-TZVPD basis set

The geometry in ORCA input format:
```
! RIJCOSX wB97M-V def2-TZVPD def2/J DEFGRID3
* xyz 1 1
S -0.48569 1.86363 1.39587
S 1.14047 2.26749 0.09910
N -0.05874 -2.09764 -1.26430
C 0.32485 0.81795 2.61186
C -0.89191 -4.11123 -2.21104
C -0.08537 -0.86119 -0.88109
C -1.06042 -2.79122 -1.97229
H 0.86746 -0.33530 -0.67224
H 0.82957 -2.62885 -1.21863
H -0.01236 -4.67563 -1.89251
H 0.85208 0.02629 2.07896
H -1.86508 -2.16511 -2.27211
H -1.60166 -4.68666 -2.77709
H -0.99401 -0.32338 -0.77024
H 1.67545 3.33053 0.83108
H -0.52163 0.31581 3.09165
H 0.98209 1.40200 3.24696
*
```

Computed properties:
HOMO energy = -12.4 eV
lowest unoccupied orbital energy = -5.56 eV
frontier orbital gap = 0.2521 hartree

---

The most stable of them is <three>.

---

<one>
Molecular formula: C2H3I3O
Method: DFT, ωB97M-V with the def2-TZVPD basis set

The geometry in ORCA input format:
```
! RIJCOSX wB97M-V def2-TZVPD def2/J DEFGRID3
* xyz 0 1
I 6.08156 0.82154 -0.67954
I 6.24961 -1.00331 1.19949
I 1.38543 -2.42207 -0.48436
O 1.43612 0.15135 1.04167
C -0.26990 0.02436 -0.53234
C 0.74654 -0.49039 0.10311
H 2.00724 -0.45883 1.60691
H -0.64616 1.05737 -0.40036
H -0.87037 -0.52163 -1.24032
*
```

Computed properties:
HOMO energy = -9.0 eV
lowest unoccupied orbital energy = -1.62 eV
SMILES = C=C(O)I.II
frontier orbital gap = 0.2715 hartree

---

<two>
Molecular formula: C2H3I3O
Method: DFT, ωB97M-V with the def2-TZVPD basis set

The geometry in ORCA input format:
```
! RIJCOSX wB97M-V def2-TZVPD def2/J DEFGRID3
* xyz 0 1
I 2.86707 1.90929 -1.07423
I 2.74625 -1.61697 -1.37998
I 4.16770 -0.20661 1.60221
O 1.41227 0.10914 0.75144
C 2.62938 0.04527 0.07511
C 0.22881 -0.48505 0.18447
H -0.07344 0.05733 -0.74292
H 0.28314 -1.60920 0.04763
H -0.59167 -0.20197 0.91815
*
```

Computed properties:
HOMO energy = -9.3 eV
lowest unoccupied orbital energy = -1.10 eV
frontier orbital gap = 0.3002 hartree

---

The most stable of them is <one>.

---

<one>
Molecular formula: C25H25N3O3
Method: DFT, ωB97M-V with the def2-TZVPD basis set

The geometry in ORCA input format:
```
! RIJCOSX wB97M-V def2-TZVPD def2/J DEFGRID3
* xyz 0 1
O -1.83072 2.97828 -0.09002
O -2.33981 -0.31495 0.19483
O -1.36275 1.78987 1.77000
N -0.69481 -3.32155 1.23132
N -2.83781 -3.23753 0.88116
N 0.77221 4.03615 -1.43335
C 3.35135 -1.10431 -2.97279
C 2.14598 -1.11719 -2.25383
C -1.03314 2.16396 0.64408
C -0.33391 -1.09419 -0.81660
C 2.71295 1.85155 0.50657
C 0.72977 -3.02307 1.30402
C 3.54195 0.66497 2.44922
C 1.79012 1.19126 -2.85142
C -4.15248 -2.78510 0.50667
C 3.79234 1.38474 1.27020
C 1.16348 0.83916 2.07773
C -1.25026 -4.48459 1.74818
C 2.23030 0.39893 2.86418
C 3.82377 0.08087 -3.54145
C 3.02517 1.22295 -3.48780
C -2.55780 -4.41793 1.55362
C -3.84702 4.20301 -0.36852
C 1.37683 0.07334 -2.10133
C -1.51763 -1.22154 0.04113
C -3.11522 3.26892 0.56339
C 1.38522 1.54956 0.87652
C 0.52857 3.05112 -0.82665
C 0.27783 1.85240 -0.07420
C 0.14577 0.11278 -1.26590
C -1.68220 -2.55739 0.68806
H -3.35116 -5.10149 1.84589
H -3.24108 5.07455 -0.64597
H 3.92208 -2.02916 -3.07945
H -0.62928 -5.24916 2.23313
H 2.02984 -0.16184 3.78334
H 1.31358 -3.84969 0.85160
H 4.38374 0.31873 3.05658
H 2.89446 2.39792 -0.42499
H 1.03900 -2.91685 2.35977
H 3.37065 2.14524 -3.94161
H 0.14126 0.63069 2.38691
H -0.01017 -2.07122 -1.22163
H -4.09430 -2.10954 -0.34165
H 0.96083 -2.08413 0.78036
H 1.11308 2.03717 -2.94989
H -4.75796 4.57782 0.10642
H -3.64760 2.31427 0.69730
H -4.16277 3.70047 -1.29071
H -2.92960 3.75656 1.53408
H -4.61534 -2.26906 1.34784
H 4.79017 0.10152 -4.04893
H 1.79271 -2.07026 -1.84714
H -4.76351 -3.65041 0.25802
H 4.82406 1.55742 0.92505
H -0.61074 0.91601 -1.46136
*
```

Computed properties:
HOMO energy = -6.5 eV
lowest unoccupied orbital energy = -0.49 eV
frontier orbital gap = 0.2198 hartree

---

<two>
Molecular formula: C25H25N3O3
Method: DFT, ωB97M-V with the def2-TZVPD basis set

The geometry in ORCA input format:
```
! RIJCOSX wB97M-V def2-TZVPD def2/J DEFGRID3
* xyz 0 1
O 6.59638 -3.32658 -1.84645
O 0.87023 -1.29434 -0.64603
O 7.16250 -1.23484 -1.91429
N 1.35103 2.13297 4.36115
N 6.27216 -2.10519 -1.77958
N -5.20524 -0.23424 -2.55001
C -3.58672 -1.07011 -4.04464
C 3.02369 -0.20418 -1.30375
C -1.39862 -0.41743 -0.91460
C -6.46096 0.24764 -2.02090
C -3.77633 -0.10886 -0.50241
C 0.93129 1.67799 3.16042
C 2.63436 1.53645 4.75972
C -0.20405 2.05110 2.44606
C 4.88255 -1.75544 -1.55679
C 0.09884 0.03056 -0.74270
C 0.39508 0.44215 0.69870
C -0.43023 1.46243 1.19917
C 2.11450 -1.33002 -1.12448
C -5.07034 -0.67038 -3.93380
C 0.69049 3.10496 5.18546
C 4.00884 -2.84921 -1.44911
C 2.63923 -2.66190 -1.33511
C 1.50064 -0.00145 1.51877
C 2.96353 0.55035 3.60955
C 1.84199 0.70303 2.66089
C -2.47831 -0.28067 0.01724
C -4.02981 -0.36600 -1.86433
C -3.00385 -0.86409 -2.69415
C -1.69577 -0.90298 -2.19928
C 4.39965 -0.42506 -1.47783
H 2.63468 0.83148 -1.21776
H 2.53454 1.01894 5.74415
H 1.97777 -3.53803 -1.30392
H 3.90859 0.88176 3.14245
H 3.42745 2.31409 4.88944
H -5.35985 0.13657 -4.64527
H -5.77019 -1.51112 -4.14378
H -4.62317 0.20802 0.12287
H 1.08892 4.12342 5.08172
H -1.29762 1.79333 0.59840
H 5.13291 0.40738 -1.55736
H -3.54900 -2.14506 -4.30887
H 3.05366 -0.48082 4.00127
H 0.79068 2.83654 6.24146
H -0.87890 -1.20453 -2.88673
H 2.13258 -0.88857 1.29292
H -3.10095 -0.42395 -4.81116
H -0.37430 3.13386 4.93974
H -0.89066 2.81026 2.78904
H -6.94038 0.97967 -2.69956
H -6.30250 0.73294 -1.04731
H -2.40486 -0.13638 1.10311
H 4.44398 -3.86667 -1.51736
H -7.20833 -0.55795 -1.89397
H 0.53818 0.70813 -1.63038
*
```

Computed properties:
HOMO energy = -7.2 eV
lowest unoccupied orbital energy = -0.30 eV
SMILES = CN1CCc2cc(C(Oc3ccc([N+](=O)[O-])cc3)c3ccc4c(c3)CCN4C)ccc21
frontier orbital gap = 0.2544 hartree

---

The most stable of them is <one>.

---

<one>
Molecular formula: C4H8Cl2
Method: DFT, ωB97M-V with the def2-TZVPD basis set

The geometry in ORCA input format:
```
! RIJCOSX wB97M-V def2-TZVPD def2/J DEFGRID3
* xyz 0 1
Cl -1.83482 1.22810 -0.03235
Cl 2.44941 0.87082 -0.01029
C -0.13684 -0.35209 1.35948
C 0.78158 1.46444 -0.18664
C -0.34121 -0.67674 -1.26791
C -0.23976 0.36832 0.03315
H -1.18911 -1.33012 -1.12248
H 0.90751 -0.48929 1.62948
H 0.69308 1.88041 -1.19194
H 0.58160 -1.25202 -1.28172
H -0.61956 -1.32502 1.31052
H 0.64334 2.25790 0.54839
H -0.43861 -0.10143 -2.17795
H -0.62517 0.23143 2.13901
*
```

Computed properties:
HOMO energy = -10.7 eV
lowest unoccupied orbital energy = 0.84 eV
SMILES = CC(C)(Cl)CCl
frontier orbital gap = 0.4227 hartree

---

<two>
Molecular formula: C4H8Cl2
Method: DFT, ωB97M-V with the def2-TZVPD basis set

The geometry in ORCA input format:
```
! RIJCOSX wB97M-V def2-TZVPD def2/J DEFGRID3
* xyz 0 1
Cl 0.57316 1.09684 1.90987
Cl 1.84788 -0.49320 -1.96523
C -0.43518 -1.04659 0.63683
C 2.00058 0.10079 -0.33147
C -0.62054 1.24670 -0.49669
C 0.15720 0.30438 0.36793
H -1.25341 -0.93627 1.35008
H 0.30125 -1.71866 1.07097
H -1.52402 1.54665 0.03589
H -0.90478 0.76636 -1.42927
H 2.47631 -0.63273 0.30068
H 2.42711 1.08989 -0.32263
H -0.04509 2.14209 -0.71552
H -0.82429 -1.48387 -0.27920
*
```

Computed properties:
HOMO energy = -9.4 eV
lowest unoccupied orbital energy = 0.84 eV
frontier orbital gap = 0.3757 hartree

---

The most stable of them is <one>.